# 1
{
  "formula": "C14H24N2O4P",
  "method": "ωB97M-V/def2-TZVPD",
  "multiplicity": 2,
  "fmax_ha_per_bohr": 0.1383,
  "s2": 0.75,
  "energy_ha": -1299.43536,
  "homo_lumo_gap_ev": [9.26, 9.16],
  "elements": ["C", "C", "C", "C", "P", "O", "O", "O", "C", "C", "C", "C", "N", "O", "C", "C", "C", "C", "H", "H", "H", "H", "H", "H", "H", "H", "H", "H", "H", "H", "H", "H", "H", "H", "H", "H", "H", "H", "H", "C", "C", "N", "H", "H", "H"],
  "coordinates": [[3.667, -0.924, 3.825], [3.322, -0.707, 2.562], [2.810, -0.695, 1.012], [1.392, 0.135, 0.847], [1.903, 1.974, 0.932], [2.208, 2.301, 2.434], [3.324, 2.339, 0.048], [0.682, 3.065, 0.445], [0.491, -0.310, 2.112], [-1.086, -0.170, 1.806], [-1.837, -0.981, 3.030], [-1.510, 1.384, 2.015], [-1.569, -0.804, 0.549], [-2.873, -0.584, 0.448], [-0.814, -0.457, -0.680], [-1.089, -1.705, -1.728], [-1.390, 0.854, -1.488], [0.779, -0.329, -0.570], [4.189, -1.254, 4.805], [3.661, -0.192, 0.413], [2.714, -1.790, 0.681], [3.575, 3.252, 0.371], [0.708, 3.910, 0.969], [0.790, 0.244, 3.091], [0.685, -1.442, 2.335], [-2.935, -0.675, 3.157], [-1.190, -0.837, 3.980], [-1.716, -2.110, 2.747], [-0.811, 1.925, 2.779], [-2.552, 1.360, 2.544], [-1.662, 1.979, 1.046], [-0.172, -1.954, -2.380], [-2.044, -1.459, -2.352], [-1.386, -2.614, -1.058], [-0.865, 0.797, -2.533], [-1.055, 1.852, -1.029], [-2.519, 0.781, -1.709], [1.231, -1.375, -0.824], [1.179, 0.387, -1.397], [-1.770, -0.626, -5.701], [-0.559, -1.325, -5.146], [0.419, -1.888, -4.707], [-2.054, -1.075, -6.655], [-2.604, -0.717, -5.002], [-1.550, 0.432, -5.857]],
  "forces_ev_per_a": [[-1.1, 0.6, -7.0], [1.5, -1.8, 5.9], [1.2, 1.0, 1.9], [0.8, -1.4, -0.5], [1.1, 3.0, 5.1], [-0.9, -0.9, -4.2], [-2.5, 0.1, 0.9], [1.7, -1.2, 0.0], [-0.6, -0.6, -0.5], [0.2, 0.5, 3.6], [1.5, -0.7, -0.7], [-1.3, 0.0, 0.6], [-0.9, 3.1, 0.4], [1.9, -1.1, -0.3], [-0.1, -0.3, -3.7], [-0.8, -0.1, 1.0], [0.8, -0.4, -0.7], [0.5, -0.4, 0.1], [-1.4, 1.0, -2.3], [-1.4, -0.9, 0.9], [-0.1, 1.8, 0.6], [-0.3, -1.4, -0.4], [0.3, -1.4, -0.4], [-0.6, -0.8, -2.0], [-0.1, 1.9, -0.7], [1.8, -0.6, -0.2], [-1.4, 0.0, -1.4], [-0.6, 1.9, 0.6], [-1.0, -1.0, -1.7], [1.8, 0.1, -1.1], [0.6, -0.9, 1.5], [-1.7, 0.5, 1.0], [1.9, -0.5, 0.9], [0.7, 1.4, -1.3], [-0.9, 0.1, 1.8], [-0.8, -1.5, -0.5], [1.8, 0.2, 0.8], [-0.8, 1.9, 0.6], [-0.9, -1.3, 1.3], [0.8, -0.5, 0.4], [4.2, -2.4, 1.8], [-5.3, 3.1, -2.5], [0.1, 0.0, 0.1], [0.2, 0.0, 0.0], [0.1, -0.1, 0.1]],
  "lowdin_spin": [0.000, 0.000, 0.000, 0.000, 0.000, 0.000, 0.000, 0.000, -0.001, 0.026, 0.004, 0.017, 0.338, 0.559, 0.025, 0.008, 0.016, 0.000, 0.000, 0.000, 0.000, 0.000, 0.000, 0.000, 0.000, 0.000, 0.000, 0.000, 0.001, 0.002, 0.001, 0.000, 0.001, 0.000, 0.001, 0.001, 0.002, 0.000, 0.000, 0.000, 0.000, 0.000, 0.000, 0.000, 0.000]
}

---

# 2
{
  "formula": "C18H20FN5O",
  "method": "ωB97M-V/def2-TZVPD",
  "fmax_ha_per_bohr": 0.0304,
  "energy_ha": -1146.76259,
  "homo_lumo_gap_ev": 9.24,
  "smiles": "CCCn1nnnc1NCc1ccccc1OCc1ccc(F)cc1",
  "elements": ["C", "C", "C", "N", "N", "N", "N", "C", "N", "C", "C", "C", "C", "C", "C", "C", "O", "C", "C", "C", "C", "C", "F", "C", "C", "H", "H", "H", "H", "H", "H", "H", "H", "H", "H", "H", "H", "H", "H", "H", "H", "H", "H", "H", "H"],
  "coordinates": [[-4.407, 0.444, 2.820], [-3.596, 1.709, 2.569], [-2.231, 1.646, 3.261], [-1.397, 0.625, 2.697], [-1.186, -0.571, 3.283], [-0.455, -1.251, 2.516], [-0.141, -0.585, 1.407], [-0.731, 0.591, 1.508], [-0.757, 1.577, 0.583], [0.221, 1.531, -0.490], [1.648, 1.681, -0.015], [1.973, 2.670, 0.905], [3.270, 2.847, 1.349], [4.277, 2.034, 0.861], [3.975, 1.046, -0.056], [2.669, 0.855, -0.495], [2.443, -0.109, -1.448], [1.814, -1.308, -0.990], [0.636, -1.674, -1.855], [0.610, -1.321, -3.198], [-0.469, -1.661, -3.995], [-1.515, -2.364, -3.428], [-2.574, -2.699, -4.200], [-1.513, -2.730, -2.094], [-0.431, -2.378, -1.308], [-5.357, 0.493, 2.294], [-4.605, 0.322, 3.882], [-3.868, -0.434, 2.472], [-4.134, 2.578, 2.951], [-3.450, 1.845, 1.495], [-2.354, 1.396, 4.317], [-1.714, 2.610, 3.182], [-0.969, 2.496, 0.945], [0.093, 0.580, -1.008], [-0.024, 2.339, -1.187], [1.196, 3.326, 1.277], [3.493, 3.622, 2.067], [5.295, 2.167, 1.196], [4.746, 0.402, -0.451], [2.563, -2.113, -1.040], [1.483, -1.206, 0.049], [1.439, -0.767, -3.609], [-0.505, -1.391, -5.039], [-2.350, -3.275, -1.687], [-0.415, -2.637, -0.261]],
  "forces_ev_per_a": [[0.1, 0.2, -0.1], [0.1, -0.2, 0.2], [-0.5, 0.4, 0.0], [0.9, -0.3, -1.2], [-0.6, 0.1, 1.1], [0.2, -0.8, 0.3], [0.1, 0.8, -0.8], [-0.5, -0.4, 1.0], [-0.2, 0.5, -0.1], [0.1, -0.1, -0.2], [0.1, -0.2, -0.2], [0.1, -0.1, -0.1], [0.0, 0.1, 0.1], [0.0, 0.0, 0.0], [-0.1, -0.1, -0.1], [0.1, 0.2, 0.2], [-0.1, 0.3, -0.1], [0.1, -0.5, 0.2], [0.1, 0.1, 0.0], [0.0, 0.0, 0.2], [-0.2, -0.1, -0.1], [0.1, 0.0, 0.1], [0.1, 0.0, 0.1], [-0.1, 0.0, -0.2], [0.2, 0.1, -0.1], [-0.1, 0.0, 0.0], [0.0, -0.1, 0.1], [0.0, -0.1, 0.0], [0.0, 0.1, -0.1], [0.0, 0.1, 0.0], [0.1, 0.1, -0.1], [0.0, -0.1, 0.1], [0.0, -0.1, 0.0], [0.0, 0.2, -0.1], [0.0, -0.2, 0.0], [-0.1, 0.0, 0.0], [0.0, 0.1, 0.1], [0.1, 0.0, 0.0], [0.1, -0.1, -0.1], [-0.1, 0.1, 0.0], [0.1, 0.0, -0.2], [0.1, 0.1, -0.1], [0.0, 0.0, -0.1], [-0.1, -0.1, 0.0], [0.0, 0.0, 0.1]],
  "mulliken_charge": [-1.190, -0.243, -0.976, 0.782, -0.488, -0.775, 0.321, -0.169, -0.035, -0.734, 1.061, -0.583, -0.775, -0.587, -0.392, 0.114, -0.419, -0.604, 0.087, -0.009, -0.671, 0.401, -0.336, -0.780, -0.340, 0.369, 0.315, 0.295, 0.395, 0.252, 0.395, 0.335, 0.333, 0.050, 0.504, 0.304, 0.404, 0.386, 0.466, 0.385, 0.465, 0.406, 0.431, 0.447, 0.401]
}

---

# 3
{
  "formula": "C35H33BrOS2Sb2V",
  "method": "ωB97M-V/def2-TZVPD",
  "multiplicity": 2,
  "fmax_ha_per_bohr": 0.0188,
  "s2": 0.76,
  "energy_ha": -6223.48986,
  "homo_lumo_gap_ev": [7.31, 6.74],
  "elements": ["V", "C", "C", "C", "Sb", "C", "C", "C", "C", "C", "C", "C", "C", "C", "C", "C", "C", "Sb", "C", "C", "C", "C", "C", "C", "C", "C", "C", "C", "C", "C", "H", "H", "H", "H", "H", "H", "H", "H", "H", "H", "H", "H", "H", "H", "H", "H", "H", "H", "H", "H", "H", "H", "H", "H", "H", "H", "Br", "C", "C", "C", "C", "C", "C", "H", "H", "H", "H", "C", "O", "C", "S", "S", "H", "H", "H"],
  "coordinates": [[-0.042, -1.761, 0.107], [0.458, 2.373, 0.129], [2.009, 2.323, 0.118], [2.608, 0.908, 0.092], [1.928, -0.546, -1.364], [0.391, 0.380, -2.551], [-0.894, -0.166, -2.475], [-1.947, 0.359, -3.217], [-1.719, 1.443, -4.051], [-0.440, 1.988, -4.154], [0.610, 1.456, -3.417], [3.418, -0.364, -2.871], [3.149, -0.930, -4.119], [4.054, -0.789, -5.163], [5.238, -0.084, -4.968], [5.516, 0.472, -3.727], [4.610, 0.329, -2.677], [-0.526, 0.770, 1.197], [-2.431, 1.017, 0.231], [-3.347, -0.036, 0.299], [-4.596, 0.061, -0.312], [-4.941, 1.217, -0.999], [-4.038, 2.274, -1.074], [-2.790, 2.171, -0.469], [-1.107, 1.842, 2.950], [-0.949, 1.262, 4.209], [-1.340, 1.947, 5.357], [-1.883, 3.219, 5.251], [-2.046, 3.802, 3.997], [-1.661, 3.117, 2.850], [0.069, 2.284, -0.883], [0.110, 3.324, 0.533], [2.387, 2.825, 1.012], [2.375, 2.901, -0.736], [2.378, 0.403, 1.029], [3.697, 0.938, 0.020], [-1.102, -1.058, -1.871], [-2.936, -0.081, -3.139], [-2.537, 1.862, -4.628], [-0.260, 2.827, -4.818], [1.603, 1.882, -3.514], [2.226, -1.475, -4.285], [3.834, -1.229, -6.131], [5.943, 0.030, -5.785], [6.439, 1.019, -3.570], [4.847, 0.770, -1.717], [-3.089, -0.944, 0.827], [-5.294, -0.767, -0.254], [-5.908, 1.292, -1.485], [-4.305, 3.177, -1.613], [-2.086, 2.992, -0.573], [-0.517, 0.272, 4.304], [-1.217, 1.486, 6.329], [-2.182, 3.757, 6.143], [-2.477, 4.793, 3.911], [-1.816, 3.582, 1.884], [3.196, -4.535, 5.312], [2.320, -3.705, 3.852], [2.893, -3.761, 2.594], [2.240, -3.138, 1.532], [1.019, -2.462, 1.682], [0.494, -2.436, 2.985], [1.121, -3.046, 4.068], [3.828, -4.289, 2.446], [2.698, -3.201, 0.554], [-0.433, -1.912, 3.178], [0.685, -3.019, 5.059], [-2.604, -3.724, 1.850], [-1.780, -3.281, 0.750], [-1.693, -4.081, -0.377], [-2.758, -5.267, -0.713], [-0.317, -3.590, -1.312], [-2.325, -3.097, 2.690], [-2.404, -4.764, 2.069], [-3.654, -3.607, 1.609]],
  "forces_ev_per_a": [[0.1, -0.7, 0.0], [0.5, -0.1, 0.2], [-0.3, -0.2, 0.0], [0.1, 0.3, -0.3], [-0.5, 0.4, 0.1], [0.0, 0.1, -0.1], [0.1, 0.0, 0.0], [0.1, 0.0, 0.0], [0.1, 0.1, 0.0], [-0.1, -0.1, 0.0], [-0.1, 0.0, 0.1], [0.1, -0.1, 0.0], [0.2, 0.1, 0.0], [0.0, 0.0, 0.0], [-0.1, 0.0, 0.0], [-0.1, -0.1, 0.0], [0.0, 0.0, -0.2], [-0.7, 0.4, -0.5], [-0.1, 0.0, -0.1], [-0.1, 0.3, -0.1], [0.1, 0.0, 0.0], [0.1, 0.1, 0.0], [0.0, -0.1, 0.0], [-0.1, -0.1, 0.0], [0.2, -0.2, 0.3], [0.0, 0.1, -0.1], [0.0, 0.0, -0.1], [0.0, 0.0, -0.1], [0.0, -0.1, 0.0], [0.0, 0.0, 0.2], [0.0, 0.0, -0.1], [0.0, 0.0, 0.0], [0.0, 0.0, 0.0], [0.0, 0.0, 0.0], [0.0, -0.1, 0.1], [0.0, 0.1, 0.0], [0.0, 0.2, -0.2], [0.1, 0.0, 0.0], [0.1, 0.0, 0.0], [0.0, -0.1, 0.0], [0.0, 0.0, 0.0], [0.0, 0.0, 0.0], [0.0, 0.0, 0.1], [-0.1, 0.0, 0.1], [-0.1, 0.0, 0.0], [0.0, 0.0, 0.0], [0.0, -0.1, 0.1], [0.1, 0.0, 0.0], [0.1, 0.0, 0.1], [0.0, -0.1, 0.0], [-0.1, 0.0, 0.0], [0.0, 0.0, 0.0], [0.0, 0.0, 0.0], [0.0, 0.0, -0.1], [0.0, 0.0, 0.0], [0.0, 0.0, 0.0], [0.0, 0.0, 0.1], [0.0, 0.0, 0.0], [0.0, 0.1, -0.1], [-0.1, 0.0, 0.2], [0.5, -0.3, 0.7], [0.3, -0.1, -0.1], [-0.1, 0.1, -0.1], [-0.1, 0.1, 0.0], [0.1, 0.0, -0.1], [-0.2, 0.1, 0.0], [0.0, 0.0, 0.0], [0.1, 0.3, -0.3], [0.1, -0.1, -0.2], [-0.1, -0.1, 0.2], [0.1, 0.1, 0.1], [-0.3, 0.0, 0.0], [0.0, 0.1, 0.0], [0.1, -0.2, 0.0], [-0.1, 0.0, -0.1]],
  "lowdin_spin": [1.020, -0.004, 0.000, -0.002, -0.004, 0.004, 0.001, 0.000, -0.001, 0.000, 0.000, -0.006, -0.001, 0.000, 0.000, 0.000, -0.001, -0.012, 0.001, 0.001, 0.000, 0.000, 0.001, 0.000, -0.004, 0.000, 0.000, 0.000, 0.000, 0.000, 0.000, 0.000, 0.000, 0.000, 0.000, 0.000, 0.003, 0.000, 0.000, 0.000, 0.000, 0.000, 0.000, 0.000, 0.000, 0.000, 0.000, 0.000, 0.000, 0.000, 0.000, 0.000, 0.000, 0.000, 0.000, 0.000, 0.001, 0.003, -0.001, 0.005, -0.001, 0.005, -0.001, 0.000, 0.000, 0.000, 0.000, 0.000, 0.009, 0.002, -0.003, -0.013, 0.000, 0.000, 0.000]
}